1.
Here is a 2-piece molecular cluster, C24H26N2O4S2 overall from OMol25. Energies are from ωB97M-V with the def2-TZVPD basis set.

Each line ends with the natural charge from an NBO analysis.
Positions of all 58 atoms, in Å:
S1 1.744 1.003 2.411  2.151
S2 -0.972 0.920 0.882  2.153
O1 2.671 1.491 1.400  -0.929
O2 1.985 1.279 3.812  -0.926
O3 -1.808 1.955 0.306  -0.934
O4 -0.124 0.112 0.022  -0.932
N1 0.381 6.162 -0.270  -0.433
N2 4.684 3.992 -0.241  -0.455
C1 1.767 -3.554 1.876  -0.207
C2 4.787 3.431 -1.555  -0.405
C3 -3.292 0.297 2.251  -0.123
C4 1.354 -1.609 3.266  -0.207
C5 2.203 -2.716 0.844  -0.222
C6 4.480 5.629 1.450  -0.397
C7 1.699 6.299 -0.339  0.030
C8 -1.894 -1.575 1.589  -0.183
C9 0.126 1.749 2.037  -0.623
C10 2.192 -1.330 1.002  -0.146
C11 -3.957 -1.975 2.792  -0.183
C12 1.348 -2.992 3.088  -0.161
C13 5.555 4.597 1.873  -0.414
C14 -0.198 4.975 -0.345  0.008
C15 0.578 3.803 -0.438  -0.243
C16 2.566 5.166 -0.280  -0.055
C17 -2.103 -0.204 1.718  -0.343
C18 -2.807 -2.460 2.165  -0.203
C19 1.957 3.896 -0.282  -0.202
C20 -4.197 -0.596 2.825  -0.231
C21 5.792 3.718 0.638  -0.197
C22 -0.024 3.062 2.323  -0.223
C23 4.060 5.269 -0.008  -0.049
C24 1.706 -0.791 2.190  -0.326
H1 0.090 2.835 -0.502  0.222
H2 1.018 -3.629 3.906  0.212
H3 1.774 -4.641 1.747  0.222
H4 2.547 -0.669 0.212  0.255
H5 3.633 5.608 2.146  0.212
H6 4.525 6.044 -0.649  0.166
H7 3.896 3.614 -2.168  0.212
H8 -1.034 -1.930 1.023  0.252
H9 2.547 2.999 -0.092  0.264
H10 4.896 6.642 1.476  0.209
H11 -1.291 4.916 -0.292  0.196
H12 4.929 2.341 -1.455  0.199
H13 6.739 3.973 0.111  0.150
H14 2.113 7.322 -0.353  0.190
H15 6.496 5.067 2.183  0.210
H16 5.825 2.639 0.881  0.197
H17 2.569 -3.133 -0.092  0.225
H18 5.169 3.963 2.683  0.215
H19 -4.681 -2.675 3.221  0.224
H20 5.677 3.827 -2.078  0.163
H21 -3.498 1.366 2.181  0.234
H22 -0.925 3.573 1.998  0.247
H23 1.060 -1.154 4.213  0.244
H24 -2.613 -3.526 2.085  0.222
H25 0.718 3.563 2.946  0.243
H26 -5.106 -0.207 3.275  0.224

Results
HOMO energy = -7.7951 eV
molecular weight = 470.62 g/mol
2S+1 = 1
gap between HOMO and LUMO = 7.432 eV
SMILES string = C=C(S(=O)(=O)c1ccccc1)S(=O)(=O)c1ccccc1.CN1CCC[C@@H]1c1cccnc1
energy above the lowest of the compared OMol25 structures with the same formula, charge and spin = 85.9 kcal/mol
calculated total energy = -2136.88257 Eh

2.
Here is C15H31IMgP2 as an isolated structure from OMol25. Energies are from ωB97M-V with the def2-TZVPD basis set.

Each line ends with the natural charge from an NBO analysis.
Positions of all 50 atoms, in Å:
I1 -3.476 -1.740 4.608  -0.766
P1 -0.994 1.404 -0.650  0.912
P2 -1.125 -1.791 0.557  0.674
Mg1 -2.669 -0.600 2.007  1.544
C1 -1.554 0.758 3.109  -1.329
C2 -0.420 -3.111 -0.539  -0.904
C3 3.566 1.203 -1.281  -0.441
C4 -1.510 -0.091 -1.638  -0.733
C5 2.258 -1.168 0.022  -0.183
C6 -0.679 2.517 -2.089  -0.947
C7 1.440 0.984 1.184  -0.465
C8 2.428 -1.057 -1.292  -0.180
C9 -2.243 -1.155 -0.796  -0.718
C10 2.255 1.941 -1.078  -0.227
C11 1.420 1.925 0.017  -0.194
C12 2.428 -0.232 1.173  -0.454
C13 -2.527 2.213 -0.092  -0.956
C14 -1.976 -2.880 1.769  -1.136
C15 3.451 -0.175 -1.929  -0.443
H1 4.039 1.148 -0.281  0.212
H2 -2.180 0.722 4.032  0.231
H3 0.879 2.891 0.178  0.211
H4 4.427 -0.673 -1.826  0.220
H5 0.102 -2.656 -1.398  0.238
H6 1.606 1.567 2.107  0.223
H7 -2.511 -2.048 -1.384  0.240
H8 -3.182 1.511 0.443  0.196
H9 4.191 1.835 -1.958  0.218
H10 0.451 0.499 1.279  0.257
H11 0.182 2.275 -2.725  0.241
H12 1.854 -1.733 -1.946  0.190
H13 0.270 -3.747 0.025  0.241
H14 -3.049 2.650 -0.955  0.219
H15 -1.245 -3.730 -0.944  0.220
H16 -2.062 -2.425 2.829  0.274
H17 2.019 2.604 -1.933  0.188
H18 3.459 0.098 1.372  0.209
H19 -0.544 3.557 -1.770  0.235
H20 -2.113 0.285 -2.470  0.223
H21 -0.546 0.405 3.364  0.215
H22 -0.620 -0.539 -2.099  0.239
H23 -3.177 -0.691 -0.433  0.196
H24 -1.142 -3.587 2.013  0.294
H25 1.723 -2.073 0.385  0.188
H26 2.157 -0.805 2.096  0.216
H27 -2.924 -3.452 1.450  0.257
H28 -1.570 2.489 -2.725  0.208
H29 3.225 -0.095 -3.002  0.202
H30 -2.231 3.018 0.595  0.254
H31 -1.560 1.747 2.618  0.191

Results
HOMO energy = -7.5545 eV
molecular weight = 424.57 g/mol
2S+1 = 1
gap between HOMO and LUMO = 6.874 eV
energy above the lowest of the compared OMol25 structures with the same formula, charge and spin = 58.5 kcal/mol
calculated total energy = -1770.46809 Eh

3.
Here is a 4-piece molecular cluster, C4H16O4 overall from OMol25. Energies are from ωB97M-V with the def2-TZVPD basis set.

Each line ends with the natural charge from an NBO analysis.
Positions of all 24 atoms, in Å:
O1 -3.829 24.739 9.517  -0.712
O2 -4.663 19.246 11.549  -0.292
O3 -6.194 21.073 13.000  -0.765
O4 -1.435 20.672 14.243  -0.606
C1 -7.621 20.859 13.160  -0.265
C2 -3.640 23.957 10.703  -0.254
C3 -1.927 19.837 13.168  -0.247
C4 -4.835 19.792 10.336  -0.316
H1 -8.146 21.701 13.610  0.207
H2 -4.533 23.363 10.897  0.162
H3 -3.506 24.715 11.475  0.184
H4 -2.772 23.301 10.630  0.156
H5 -5.844 19.801 9.925  0.284
H6 -2.174 21.158 14.618  0.481
H7 -5.252 19.796 12.071  0.520
H8 -1.419 19.837 12.203  0.212
H9 -8.129 20.517 12.259  0.198
H10 -3.178 25.441 9.594  0.470
H11 -4.506 20.831 10.360  0.285
H12 -1.941 18.858 13.647  0.231
H13 -3.003 19.932 13.026  0.164
H14 -7.729 19.997 13.818  0.183
H15 -5.807 20.920 13.866  0.487
H16 -4.266 19.234 9.592  0.231

Results
HOMO energy (spin up / spin down) = -13.1113 / -13.0915 eV
molecular weight = 128.17 g/mol
2S+1 = 2
gap between HOMO and LUMO (spin up / spin down) = 9.834 / 3.019 eV
energy above the lowest of the compared OMol25 structures with the same formula, charge and spin = 78.5 kcal/mol
charge = +1
calculated total energy = -462.48426 Eh